The following is a DFT calculation (ωB97M-V/def2-TZVPD) of C2Li2NaO6 as an isolated structure.

Atoms and positions in Å:
Li -4.5740 1.1951 -0.7179
C -1.9495 -0.1153 -0.0335
O -1.5786 -0.5905 -1.1619
Na 2.6553 2.6351 0.5566
O 0.1372 -0.5869 0.6194
Li 2.6922 -1.2674 -0.7800
C 0.9857 0.5365 0.6462
O -1.1702 -0.2522 1.0318
O 0.5456 1.6365 0.9432
O 2.0946 0.2442 0.1489
O -3.0475 0.4065 0.0658

Forces on atoms 1 to 6 (eV/Å):
0.1 -0.1 0.2
0.0 -0.1 0.7
0.2 0.1 -0.4
-0.2 0.0 0.1
0.3 -0.7 -0.1
0.0 0.2 0.3

Values from the calculation:
multiplicity	2
total charge	+2
HOMO-LUMO gap (alpha / beta)	11.5 / 7.4	eV
energy above the lowest of the compared OMol25 structures with the same formula, charge and spin	0.0000	eV

The following is a DFT calculation (ωB97M-V/def2-TZVPD) of one molecule with the formula C2N2OS.

Atoms and positions in Å:
O -0.5428 -0.1746 -2.9661
C -0.3630 -0.1563 -1.8222
N -0.2205 -0.0335 -0.6381
S 0.6947 0.4315 3.1796
N 0.2111 0.3511 1.7391
C 0.2204 -0.4181 0.5076

Cartesian forces, eV/Å:
0.0 -0.1 -0.2
0.0 0.0 0.1
-0.8 1.2 -1.3
0.2 0.3 1.1
-0.3 -4.0 -7.4
0.8 2.5 7.7

Values from the calculation:
total charge	0
SMILES	O=C=NC#[N+][S-]
HOMO-LUMO gap (alpha / beta)	6.6 / 6.6	eV
energy above the lowest of the compared OMol25 structures with the same formula, charge and spin	1.8573	eV